#1
2 unconnected molecules or ions with the total composition C4H13N3O, computed with ωB97M-V with the def2-TZVPD basis set.

```
! RIJCOSX wB97M-V def2-TZVPD def2/J DEFGRID3
* xyz 2 1
C 1.788 -0.116 -0.843
C -1.776 -0.924 1.254
C -1.573 1.506 0.493
C -1.818 0.050 0.107
N 1.624 -1.255 -0.134
N 2.804 0.692 -0.741
N -2.064 -0.340 -1.129
O 3.679 0.444 0.299
H -2.287 -0.587 2.150
H -0.823 -1.231 1.784
H -2.132 -1.905 0.979
H -1.028 1.790 1.399
H -2.700 1.894 0.752
H -1.194 2.043 -0.409
H 0.930 -1.986 -0.198
H 2.354 -1.402 0.567
H 3.052 1.303 -1.490
H -2.466 -1.267 -1.259
H 1.198 0.137 -1.722
H -2.026 0.212 -1.970
H 4.456 0.943 0.110
*
```

Properties
LUMO level ... -0.29421 hartree
Highest occupied orbital energy ... -18.39 eV

***

#2
2 unconnected molecules or ions with the total composition C4H13N3O, computed with ωB97M-V with the def2-TZVPD basis set.

```
! RIJCOSX wB97M-V def2-TZVPD def2/J DEFGRID3
* xyz 2 1
C -0.304 1.621 -0.851
C -0.595 0.281 -0.284
C -0.854 3.991 -1.276
C 1.050 -2.718 1.611
N 0.867 1.579 -1.474
N -1.054 2.624 -0.761
N -0.029 -3.380 0.863
O 0.143 -0.661 -0.244
H -0.334 3.819 -2.196
H -1.743 4.588 -1.524
H -0.127 4.550 -0.560
H 1.406 -3.207 2.585
H 2.034 -2.611 1.013
H 0.822 -1.594 1.839
H 1.552 0.814 -1.410
H 1.395 2.400 -1.834
H 0.127 -4.236 0.392
H -1.897 2.435 -0.165
H -0.924 -3.564 1.407
H -1.625 0.325 0.216
H -0.177 -2.717 0.057
*
```

Properties
LUMO level ... -0.32030 hartree
Highest occupied orbital energy ... -18.62 eV

***

Winner for stability: #2

***

#1
2 unconnected molecules or ions with the total composition C6H14N4O2, computed with ωB97M-V with the def2-TZVPD basis set.

```
! RIJCOSX wB97M-V def2-TZVPD def2/J DEFGRID3
* xyz 0 1
H 0.215 3.446 0.004
N -0.319 2.671 0.405
C -0.941 2.003 -0.500
N -0.962 2.320 -1.868
N -1.660 0.865 -0.142
C -1.583 0.505 1.267
C -2.915 0.529 -0.799
H -0.305 3.044 -2.110
H -0.875 1.511 -2.478
H -2.115 1.220 1.918
H -0.536 0.547 1.557
H -1.946 -0.526 1.417
H -3.747 1.213 -0.502
H -3.179 -0.501 -0.496
H -2.787 0.550 -1.889
O 3.117 -1.663 -2.332
C 2.879 -2.151 -1.257
C 3.112 -1.467 0.070
C 1.810 -1.329 0.787
N 1.561 -2.114 1.775
O 0.205 -2.099 2.167
H 2.395 -3.151 -1.144
H 3.765 -2.126 0.654
H 3.568 -0.493 -0.089
H 1.050 -0.612 0.455
H 0.194 -2.193 3.128
*
```

Properties
LUMO level ... 0.02285 hartree
Highest occupied orbital energy ... -8.68 eV
Structure (SMILES) ... [H]/N=C(\N)N(C)C.O=CC/C=N/O

***

#2
A single C6H14N4O2 molecule, computed with ωB97M-V with the def2-TZVPD basis set.

```
! RIJCOSX wB97M-V def2-TZVPD def2/J DEFGRID3
* xyz 0 1
H -4.755 1.658 0.238
N -3.989 1.322 -0.386
C -3.289 0.422 0.089
N -3.261 -0.189 1.358
N -2.255 -0.117 -0.712
C -0.810 0.047 -0.386
C 0.227 -0.929 -1.059
C 1.529 -1.145 -0.152
C 2.559 -0.115 -0.089
N 3.652 -0.394 0.810
C 1.997 1.259 0.166
O 1.156 1.497 1.005
O 2.639 2.137 -0.626
H -2.827 -1.085 1.508
H -4.146 -0.291 1.853
H -2.491 0.142 -1.616
H -0.582 1.122 -0.391
H -0.742 -0.181 0.664
H 0.265 -0.805 -2.252
H -0.303 -1.912 -0.948
H 1.945 -2.195 -0.532
H 1.032 -1.465 0.822
H 2.897 -0.069 -1.078
H 3.501 -0.238 1.715
H 3.973 -1.381 0.662
H 2.077 2.901 -0.661
*
```

Properties
LUMO level ... 0.02885 hartree
Highest occupied orbital energy ... -8.84 eV
Structure (SMILES) ... [H]/N=C(\N)NCCC[C@H](N)C(=O)O

***

Winner for stability: #2

***

#1
A single C3H3N3OS molecule, computed with ωB97M-V with the def2-TZVPD basis set.

```
! RIJCOSX wB97M-V def2-TZVPD def2/J DEFGRID3
* xyz 0 1
C -0.955 -1.230 -0.310
N -1.449 -0.868 0.860
N -0.571 -0.364 1.822
C 0.321 0.493 1.654
S 0.399 1.669 0.172
C 0.892 0.942 -1.325
N 0.822 -0.285 -1.733
O 0.438 -1.100 -0.642
H -1.795 -1.684 -0.984
H 0.855 0.710 2.657
H 1.044 1.717 -2.171
*
```

Properties
LUMO level ... -0.00070 hartree
Highest occupied orbital energy ... -9.82 eV
Structure (SMILES) ... c1nncscno1

***

#2
A single C3H3N3OS molecule, computed with ωB97M-V with the def2-TZVPD basis set.

```
! RIJCOSX wB97M-V def2-TZVPD def2/J DEFGRID3
* xyz 0 1
O 1.366 -2.581 -0.437
C 0.668 -1.504 -0.184
N 0.819 -0.359 -0.753
C -0.135 0.396 -0.081
C -0.346 1.713 -0.223
S -1.516 2.664 0.601
N -0.844 -0.390 0.827
N -0.387 -1.577 0.772
H 2.094 -2.342 -1.018
H 0.284 2.322 -0.866
H -2.002 1.658 1.364
*
```

Properties
LUMO level ... -0.04175 hartree
Highest occupied orbital energy ... -8.97 eV
Structure (SMILES) ... OC1=N/C(=C/S)N=N1

***

#3
A single C3H3N3OS molecule, computed with ωB97M-V with the def2-TZVPD basis set.

```
! RIJCOSX wB97M-V def2-TZVPD def2/J DEFGRID3
* xyz 0 1
N 1.053 -1.792 1.463
C 0.363 -0.661 1.149
N 0.054 0.250 2.202
N -0.450 1.295 1.640
O -0.454 1.129 0.312
C 0.015 -0.134 0.013
C 0.175 -0.456 -1.374
S -0.424 0.394 -2.507
H 0.778 -2.624 0.890
H 1.037 -2.035 2.392
H 0.694 -1.432 -1.531
*
```

Properties
LUMO level ... -0.03522 hartree
Highest occupied orbital energy ... -9.07 eV
Structure (SMILES) ... Nc1nnoc1C=S

***

Winner for stability: #2

***

#1
2 unconnected molecules or ions with the total composition C2H3NO3, computed with ωB97M-V with the def2-TZVPD basis set.

```
! RIJCOSX wB97M-V def2-TZVPD def2/J DEFGRID3
* xyz 0 1
C 0.864 0.278 0.179
C -1.620 1.684 -1.574
N -0.003 -0.720 0.394
O 0.535 1.172 -0.605
O -1.855 0.875 -2.312
O 0.159 -1.522 1.524
H 1.756 0.282 0.758
H -0.868 -0.825 -0.230
H 1.031 -1.224 1.866
*
```

Properties
LUMO level ... 0.02187 hartree
Highest occupied orbital energy ... -9.57 eV

***

#2
A single C2H3NO3 molecule, computed with ωB97M-V with the def2-TZVPD basis set.

```
! RIJCOSX wB97M-V def2-TZVPD def2/J DEFGRID3
* xyz 0 1
O -0.831 -1.940 0.511
C -0.088 -1.583 -0.358
C 0.516 -0.236 -0.342
O 1.566 0.248 -0.621
N -0.436 0.835 0.527
O -0.183 2.160 0.203
H 0.145 -2.180 -1.215
H -1.357 0.488 0.685
H 0.668 2.207 0.610
*
```

Properties
LUMO level (spin up / spin down) ... -0.03354 / -0.03353 hartree
Highest occupied orbital energy (spin up / spin down) ... -9.27 / -9.27 eV
Structure (SMILES) ... O=CC(=O)NO

***

#3
2 unconnected molecules or ions with the total composition C2H3NO3, computed with ωB97M-V with the def2-TZVPD basis set.

```
! RIJCOSX wB97M-V def2-TZVPD def2/J DEFGRID3
* xyz 0 1
O 0.113 -1.727 -0.339
C 0.204 -1.279 0.736
N 0.222 -0.416 1.563
O 0.340 -0.395 2.940
H -0.372 0.306 3.250
C -0.117 0.834 -2.009
O -0.633 1.680 -1.317
H -0.239 0.943 -3.188
H 0.482 0.054 -1.636
*
```

Properties
LUMO level ... 0.00187 hartree
Highest occupied orbital energy ... -9.94 eV
Structure (SMILES) ... O=C=NO.C=O

***

#4
2 unconnected molecules or ions with the total composition C2H3NO3, computed with ωB97M-V with the def2-TZVPD basis set.

```
! RIJCOSX wB97M-V def2-TZVPD def2/J DEFGRID3
* xyz 0 1
O -3.026 -0.277 -0.321
C -0.904 0.211 0.043
N 0.132 0.810 0.236
C 1.343 0.012 0.146
O 1.868 0.219 -0.937
O 1.646 -0.750 1.024
H -1.315 -0.470 0.818
H -3.955 -0.454 -0.517
H -1.529 0.218 -0.914
*
```

Properties
LUMO level ... -0.16998 hartree
Highest occupied orbital energy ... -10.39 eV

***

Winner for stability: #1

***

#1
2 unconnected molecules or ions with the total composition C2H3NO3, computed with ωB97M-V with the def2-TZVPD basis set.

```
! RIJCOSX wB97M-V def2-TZVPD def2/J DEFGRID3
* xyz 0 1
C 1.625 -0.155 0.582
C 0.610 0.548 0.071
N -2.012 -0.297 -0.670
O -2.648 -0.427 -1.623
O -2.093 -0.479 0.469
O -0.103 0.302 -1.015
H 2.151 0.002 1.530
H 1.978 -1.098 0.082
H 0.492 1.605 0.574
*
```

Properties
LUMO level (spin up / spin down) ... -0.03284 / -0.06590 hartree
Highest occupied orbital energy (spin up / spin down) ... -9.95 / -9.22 eV

***

#2
A single C2H3NO3 molecule, computed with ωB97M-V with the def2-TZVPD basis set.

```
! RIJCOSX wB97M-V def2-TZVPD def2/J DEFGRID3
* xyz 0 1
O 0.761 2.191 0.235
C 0.500 1.505 -0.789
N 0.208 0.189 -0.491
O 0.206 -0.218 0.827
C -0.514 -1.231 1.088
O -1.200 -1.879 0.201
H 0.718 1.704 -1.828
H -0.372 -0.361 -1.243
H -0.307 -1.899 1.999
*
```

Properties
LUMO level ... 0.02335 hartree
Highest occupied orbital energy ... -10.38 eV
Structure (SMILES) ... O=CNOC=O

***

Winner for stability: #2